No. 1
The following is a quantum chemistry calculation of 3 unconnected molecules or ions with the total composition C2H9OS in a non-equilibrium geometry, from OMol25.

Last column: Löwdin spin population.
Geometry (Å):
1 S -0.0410 -1.3177 0.1477  0.242
2 O 2.4289 0.8700 0.5525  0.002
3 C -1.5088 -0.6199 -0.3437  0.593
4 C -1.7318 0.8672 -0.3799  0.081
5 H -2.2760 -1.2730 -0.7235  0.029
6 H -2.7705 1.0934 -0.1477  0.007
7 H 3.1441 0.8681 -0.0888  0.000
8 H -1.4864 1.2063 -1.3854  0.027
9 H 1.7901 4.0691 -0.0912  0.000
10 H 2.1164 3.9949 -0.7611  0.000
11 H 0.6412 -0.2353 0.4640  0.015
12 H -1.1282 1.4022 0.3255  0.004
13 H 2.4592 1.7467 0.9560  0.000

2S+1: 2
E_HOMO (alpha / beta) in eV: -6.41 / -9.77
Lowest unoccupied orbital energy (alpha / beta) in eV: 0.72 / 0.71
DFT total energy in a.u.: -554.92000
Energy relative to the best compared isomer or geometry (same formula, charge and spin) in kcal per mole: 0.00

---

No. 2
The following is a quantum chemistry calculation of 3 unconnected molecules or ions with the total composition C2H9OS in a non-equilibrium geometry, from OMol25.

Last column: Löwdin charge in e.
Geometry (Å):
1 S -0.4335 1.4436 -1.5898  1.061
2 O -1.6460 0.0195 0.8884  -0.082
3 C 2.2519 1.2575 -2.0386  -0.109
4 C 1.1525 1.6103 -1.1461  -0.418
5 H 2.5358 0.2150 -1.8614  0.125
6 H 2.1022 1.4066 -3.1083  0.105
7 H -2.5342 -0.2056 1.2053  0.078
8 H -1.2714 -0.8459 1.1109  0.074
9 H -1.1099 1.2402 -0.3698  -0.042
10 H -2.9698 -5.1522 4.1897  0.000
11 H 1.2924 2.0275 -0.1524  0.101
12 H 3.0833 1.9299 -1.7948  0.107
13 H -2.4533 -4.9463 4.6670  0.000

E_HOMO in eV: -16.31
Total charge: +1
Lowest unoccupied orbital energy in eV: -6.34
DFT total energy in a.u.: -554.67255
Energy relative to the best compared isomer or geometry (same formula, charge and spin) in kcal per mole: 48.61

---

No. 3
The following is a quantum chemistry calculation of a molecular structure, C2H9P3 in a non-equilibrium geometry, from OMol25.

Last column: Löwdin charge in e.
Geometry (Å):
1 P -0.0185 1.0324 0.2672  0.732
2 P -0.3315 -2.1288 0.7391  0.659
3 P 1.9534 -0.8093 -0.5263  0.525
4 C 0.7392 -0.6277 0.7392  -1.117
5 C -1.2197 1.7765 -1.1472  -0.257
6 H 0.1545 -2.7944 1.8360  -0.132
7 H -1.3349 -1.5456 1.3284  -0.197
8 H 1.4245 -1.9074 -1.1600  -0.184
9 H -0.9117 1.2817 1.3997  -0.014
10 H 2.6762 -1.8466 0.1857  -0.101
11 H -1.0314 2.8718 -1.3741  0.051
12 H 0.9890 2.1219 0.4615  0.015
13 H -0.8581 1.1009 -1.9202  -0.002
14 H -2.2310 1.4747 -0.8291  0.023

E_HOMO in eV: -7.57
Lowest unoccupied orbital energy in eV: 0.35
DFT total energy in a.u.: -1105.48281
Energy relative to the best compared isomer or geometry (same formula, charge and spin) in kcal per mole: 64.90

---

No. 4
The following is a quantum chemistry calculation of a molecular structure, C2HAgO2 in a non-equilibrium geometry, from OMol25.

Last column: Löwdin spin population.
Geometry (Å):
1 Ag 0.8000 -1.2226 0.3396  0.622
2 O -1.0422 -0.5895 0.9429  0.414
3 O 0.7238 0.3945 -1.1021  0.094
4 C -1.7939 0.2872 0.6381  0.680
5 C 0.1105 1.2751 -1.5020  0.105
6 H -2.9004 0.2763 0.7357  0.085

2S+1: 3
E_HOMO (alpha / beta) in eV: -20.32 / -23.32
Total charge: +2
Lowest unoccupied orbital energy (alpha / beta) in eV: -12.06 / -17.37
DFT total energy in a.u.: -373.23200
Energy relative to the best compared isomer or geometry (same formula, charge and spin) in kcal per mole: 2.43

---

No. 5
The following is a quantum chemistry calculation of 2 unconnected molecules or ions with the total composition C2HBr2ClF2 in a non-equilibrium geometry, from OMol25.

Last column: Löwdin charge in e.
Geometry (Å):
1 Br -2.6331 1.1948 -1.7992  0.588
2 Br -0.6950 -1.4140 -1.7609  0.762
3 Cl 0.3709 0.1368 1.2873  0.712
4 F 2.6782 1.2671 1.4967  -0.057
5 F -2.4039 -0.6847 0.1572  -0.079
6 C -1.6910 -0.2550 -0.8310  -1.368
7 C 2.0361 0.1179 1.1764  -0.598
8 H 2.3378 -0.3629 0.2734  0.041

E_HOMO (alpha / beta) in eV: -8.58 / -8.90
Lowest unoccupied orbital energy (alpha / beta) in eV: -0.25 / -0.58
DFT total energy in a.u.: -5884.60404
Energy relative to the best compared isomer or geometry (same formula, charge and spin) in kcal per mole: 81.99

---

No. 6
The following is a quantum chemistry calculation of 2 unconnected molecules or ions with the total composition C2HBr2N2 in a non-equilibrium geometry, from OMol25.

Last column: Löwdin charge in e.
Geometry (Å):
1 Br -1.4174 -2.1924 -0.0068  0.983
2 Br -2.2818 0.9485 -0.0146  0.970
3 N 1.3838 2.0967 0.1423  0.306
4 N 1.2583 0.9716 -0.0004  -0.158
5 C -1.1832 -0.4486 0.0761  -1.148
6 C 0.9337 -0.2153 -0.0141  -0.004
7 H 1.3067 -1.1604 -0.1826  0.051

E_HOMO in eV: -13.91
Total charge: +1
Lowest unoccupied orbital energy in eV: -7.15
DFT total energy in a.u.: -5333.84182
Energy relative to the best compared isomer or geometry (same formula, charge and spin) in kcal per mole: 98.71

---

No. 7
The following is a quantum chemistry calculation of a single C2HBr2N3 molecule in a non-equilibrium geometry, from OMol25.

Last column: Löwdin charge in e.
Geometry (Å):
1 Br -0.1134 -2.8624 0.0783  0.758
2 Br 0.5188 2.8144 -1.0409  0.640
3 N -1.1146 -0.3269 1.1093  0.013
4 N -0.7690 1.0118 0.8980  -0.010
5 N 0.5208 -0.2052 -0.3209  0.003
6 C -0.0015 1.0822 -0.1872  -0.703
7 C -0.2089 -1.0455 0.5294  -0.836
8 H 1.1678 -0.4685 -1.0660  0.134

SMILES string: Brc1nnc(Br)[nH]1
E_HOMO in eV: -9.88
Lowest unoccupied orbital energy in eV: -0.03
DFT total energy in a.u.: -5389.05233
Energy relative to the best compared isomer or geometry (same formula, charge and spin) in kcal per mole: 19.20

---

No. 8
The following is a quantum chemistry calculation of a molecular structure, C2HBr2NO in a non-equilibrium geometry, from OMol25.

Last column: Löwdin charge in e.
Geometry (Å):
1 Br 2.0167 0.8409 -0.5692  0.621
2 Br 1.2591 -2.0631 0.2907  0.630
3 O -1.1753 1.4468 1.6739  0.180
4 N -1.2045 0.0513 -0.1610  0.180
5 C -1.1357 0.7905 0.7531  -0.498
6 C 1.1601 -0.7440 -0.9742  -1.129
7 H -0.9205 -0.3224 -1.0133  0.016

E_HOMO in eV: -9.43
Lowest unoccupied orbital energy in eV: -1.46
DFT total energy in a.u.: -5354.71566
Energy relative to the best compared isomer or geometry (same formula, charge and spin) in kcal per mole: 52.93

---

Q: Which of these has the lowest DFT total energy?
A: C2HBr2ClF2

---

Q: The highest DFT total energy belongs to which entry?
A: C2HAgO2

---

Q: What is the DFT total energy in the eighth record?
A: -5354.71566 a.u.

---

Q: Which of these has the highest energy relative to the best compared isomer or geometry (same formula, charge and spin)?
A: C2HBr2N2